[1]
The following is a quantum chemistry calculation of 3 unconnected molecules or ions with the total composition C5H8NO2S3, from the OMol25 dataset.

Summary:
Total energy: -43394.9296 eV
HOMO-LUMO gap: 0.2821 hartree
Net charge: +1
E_HOMO: -12.7 eV

```
19
Properties=species:S:1:pos:R:3:forces:R:3
S 2.077322 0.248422 1.313297 0.9 0.2 -0.5
S -1.972635 1.597968 -1.368166 0.1 1.3 0.6
S 0.070538 3.262756 -0.219411 -0.4 -1.2 0.9
O 0.488582 -0.058789 1.997924 -1.3 0.0 1.2
O -0.300712 -0.113809 -0.206961 -0.2 0.2 -0.1
N 0.656631 -2.376156 0.524948 3.6 2.3 -2.2
C -2.072097 1.850394 0.335642 0.5 0.2 -0.7
C 1.144050 -2.594829 -0.863541 -1.8 -3.0 0.5
C 0.421566 -0.197992 0.722514 0.8 -0.8 -0.8
C -1.015821 2.468467 0.913933 0.4 0.6 1.0
C -0.621944 2.551342 -1.529205 -0.4 1.0 -2.9
H 0.351657 -2.295005 -1.536125 0.1 -0.1 -0.4
H 1.466032 -2.625616 1.021583 0.8 -0.4 1.7
H -0.043995 -2.951244 0.748785 -3.4 -2.7 1.1
H -0.413355 2.920759 -2.588885 0.2 -0.8 1.6
H -3.000930 1.519470 0.731882 -0.2 -0.6 1.0
H -0.725074 2.486952 2.013167 -0.8 0.3 -1.6
H 1.514348 -3.687362 -1.070010 -1.0 1.9 0.4
H 1.975834 -2.005725 -0.941371 2.1 1.7 -0.7
```
Forces are in eV/Å.

[2]
The following is a quantum chemistry calculation of a gas-phase ion, C5H8NO3 (charge +1), from the OMol25 dataset.

Summary:
Total energy: -12937.6668 eV
HOMO-LUMO gap: 0.3841 hartree
SMILES: COC(=O)C1=C(O)C[NH2+]1
Net charge: +1
E_HOMO: -14.3 eV

```
17
Properties=species:S:1:pos:R:3:forces:R:3
O 1.779742 -0.193756 -0.215510 -1.3 -1.6 0.1
O 1.111441 1.944372 -0.075829 0.1 0.7 0.2
O -2.425527 1.730984 -0.292471 0.0 1.6 -0.2
N -0.722231 -1.129249 0.152844 -0.8 -1.7 1.7
C -0.517035 0.301896 -0.023763 -0.5 -0.1 0.5
C -1.859168 0.643555 0.015763 3.5 -3.4 -0.6
C 0.872608 0.776222 -0.097914 0.0 1.2 -0.4
C 3.148268 0.162055 0.049713 0.6 1.0 -0.9
C -2.225634 -0.896147 0.060069 2.1 2.8 -2.3
H -0.325997 -1.789670 -0.541660 -0.3 0.6 0.1
H -2.877362 -1.283784 0.743573 -1.3 -1.2 2.0
H -0.503401 -1.531786 1.078704 0.4 0.4 -0.3
H 3.837106 -0.596184 -0.474781 -1.3 1.0 1.0
H 3.201478 0.089374 1.215736 0.7 0.9 -2.3
H -2.360956 -1.208770 -0.938417 -1.3 -0.4 -1.0
H -3.344716 1.805264 -0.084081 -1.2 0.0 0.2
H 3.211382 1.175619 -0.571980 0.8 -1.8 2.3
```
Forces are in eV/Å.

[3]
The following is a quantum chemistry calculation of 2 unconnected molecules or ions with the total composition C5H8NS, from the OMol25 dataset.

Summary:
Total energy: -17628.0744 eV
HOMO-LUMO gap: 0.3131 hartree
Net charge: +1
E_HOMO: -12.4 eV

```
15
Properties=species:S:1:pos:R:3:forces:R:3
S -1.390843 -0.622262 0.186054 -0.5 0.0 1.2
N 1.595833 0.364938 0.130935 -0.1 -3.8 0.1
C -2.732394 0.769817 0.488940 2.0 -2.9 -3.8
C 1.572974 1.694220 -0.122713 -0.9 1.7 1.7
C -2.620984 0.255502 -0.679116 -1.4 0.8 -0.4
C 1.069444 -0.672358 0.071838 1.3 3.3 1.8
C 0.991840 -2.042224 0.164050 -1.4 -4.1 1.3
H 0.736482 -2.236251 -0.876528 -0.2 -1.2 -0.1
H 1.592908 1.733845 -1.174055 -0.5 1.3 -1.2
H 0.170925 -2.476413 0.909788 1.4 1.2 -1.8
H 0.796975 2.109718 0.545364 -0.8 0.1 -1.3
H 2.359507 2.184967 0.358488 2.1 0.6 0.0
H -3.006366 0.138491 -1.687888 0.0 0.3 0.3
H 1.901504 -2.591337 0.474130 -0.1 0.8 -0.4
H -3.037804 1.389340 1.210711 -1.0 2.0 2.6
```
Forces are in eV/Å.

[4]
The following is a quantum chemistry calculation of a gas-phase ion, C5H8NS (charge +1), from the OMol25 dataset.

Summary:
Total energy: -17629.9040 eV
HOMO-LUMO gap: 0.3151 hartree
SMILES: C=C=[N+](C)C(C)=S
Net charge: +1
E_HOMO: -13.7 eV

```
15
Properties=species:S:1:pos:R:3:forces:R:3
S -1.438808 1.676326 1.746596 0.0 -0.8 -1.1
N 0.159715 -0.032201 0.505132 -0.1 1.1 0.8
C -0.006273 -1.249472 0.476830 0.0 -2.0 -1.2
C -1.090095 0.776887 0.443114 -0.7 1.5 0.5
C -0.187419 -2.505349 0.323589 -0.1 -1.6 1.3
C 1.373269 0.489273 1.166931 1.3 -2.0 -1.2
C -1.667893 0.866286 -0.935293 1.0 -0.6 -2.1
H 2.150651 -0.309569 1.131187 -1.0 0.3 0.9
H 1.888426 1.245679 0.672454 0.1 1.7 -1.6
H -2.176233 0.049123 -1.579390 0.9 0.6 1.9
H -0.749005 1.123326 -1.540040 -0.8 -0.2 0.2
H -2.305735 1.717006 -1.038147 -0.5 0.5 0.4
H -0.491388 -3.137829 1.210359 0.2 0.9 -1.0
H 0.064637 -3.064986 -0.581775 -0.1 0.5 0.1
H 1.052789 0.900721 2.058462 -0.2 0.2 2.2
```
Forces are in eV/Å.

[5]
The following is a quantum chemistry calculation of a single C5H8O molecule, from the OMol25 dataset.

Summary:
Total energy: -7359.4821 eV
HOMO-LUMO gap: 0.3958 hartree
SMILES: C#CCCOC
E_HOMO: -9.7 eV

```
14
Properties=species:S:1:pos:R:3:forces:R:3
O -1.480400 -0.366981 0.315671 0.0 -0.1 0.0
C 3.058686 0.460701 0.145019 -0.3 -0.4 0.1
C -0.154676 0.095318 0.352886 0.2 0.2 0.0
C 2.167008 -0.339137 0.275936 0.4 0.4 -0.1
C -2.306744 0.334669 -0.588638 -0.2 0.1 -0.2
C 0.881612 -1.035750 0.390662 0.0 0.0 0.0
H 0.003730 0.731108 1.236192 -0.1 0.0 -0.1
H -2.443434 -0.239657 -1.514483 0.0 0.1 0.1
H 0.731908 -1.730939 -0.443435 0.0 0.2 0.1
H -3.284688 0.497415 -0.126375 0.1 -0.1 0.0
H 3.827646 1.189443 0.020622 0.0 -0.2 0.0
H 0.069994 0.702718 -0.532683 -0.1 -0.1 0.1
H 0.816474 -1.614592 1.318733 0.0 0.1 -0.1
H -1.887116 1.315680 -0.850102 -0.1 -0.2 0.1
```
Forces are in eV/Å.

[6]
The following is a quantum chemistry calculation of a single C5H8O molecule, from the OMol25 dataset.

Summary:
Total energy: -7358.1599 eV
HOMO-LUMO gap (spin up / spin down): 0.2417 / 0.3046 hartree
E_HOMO (spin up / spin down): -6.7 / -7.5 eV

```
14
Properties=species:S:1:pos:R:3:forces:R:3
O -2.308998 1.451944 -0.451926 -0.4 1.1 0.2
C 0.047044 1.079462 0.023887 -0.2 1.2 0.8
C -1.249577 0.628658 -0.449564 -0.1 -1.6 -0.8
C 0.263300 -2.043636 0.048689 -0.1 -0.3 0.1
C 1.275716 -1.133546 0.238909 0.6 0.3 0.1
C 1.261272 0.258866 0.154121 -0.2 -1.0 -0.2
H -0.149578 1.357214 1.083059 0.1 0.3 0.0
H -1.507590 -0.351550 -0.815135 0.1 0.3 0.0
H 0.281522 2.045841 -0.454458 0.2 -0.1 0.0
H -0.734817 -1.814373 -0.289129 0.2 0.0 0.1
H 2.164847 0.819644 0.368799 0.0 -0.2 -0.1
H -2.032544 2.355400 -0.234576 -0.1 -0.2 0.0
H 0.449515 -3.093544 0.255049 0.1 0.2 -0.1
H 2.239886 -1.560378 0.522280 -0.1 0.1 -0.1
```
Forces are in eV/Å.

[7]
The following is a quantum chemistry calculation of a single C5H8O molecule, from the OMol25 dataset.

Summary:
Total energy: -7359.5445 eV
HOMO-LUMO gap: 0.3682 hartree
SMILES: O[C@@]12CC[C@@H]1C2
E_HOMO: -9.0 eV

```
14
Properties=species:S:1:pos:R:3:forces:R:3
O 1.255591 0.647736 1.675747 0.1 -0.5 -0.2
C -0.544500 0.835318 -0.097913 -0.2 0.2 -0.1
C -1.304880 -0.476958 -0.282367 -0.2 -0.1 -0.1
C -0.074910 -1.292990 0.240652 0.0 -0.1 0.3
C 0.799228 0.621431 -0.759823 0.3 0.3 -0.3
C 0.531020 0.091548 0.613471 0.3 -0.2 -0.9
H 1.441742 1.556492 1.369068 0.0 -0.6 0.5
H -2.135624 -0.578733 0.419069 0.0 0.2 -0.1
H -1.647521 -0.666684 -1.305675 0.0 -0.2 0.1
H 0.462964 -1.773428 -0.595596 0.1 0.2 0.6
H -0.961221 1.820286 0.088811 0.0 -0.2 0.1
H 0.796536 -0.026534 -1.636943 0.3 0.1 0.2
H -0.251511 -2.062384 0.986327 -0.3 0.2 0.3
H 1.633091 1.304905 -0.714832 -0.4 0.8 -0.3
```
Forces are in eV/Å.

[8]
The following is a quantum chemistry calculation of a single C5H8O molecule, from the OMol25 dataset.

Summary:
Total energy: -7358.5007 eV
HOMO-LUMO gap: 0.3804 hartree
SMILES: C1C[C@H]2C[C@H]2O1
E_HOMO: -9.3 eV

```
14
Properties=species:S:1:pos:R:3:forces:R:3
O 1.208369 0.528264 -0.779688 1.9 1.2 -0.8
C -0.132544 0.706531 -0.936213 0.9 0.9 -4.1
C 0.130007 -1.043623 0.694407 -0.1 0.4 -3.0
C 1.460474 -0.571879 -0.050974 -0.5 -3.8 3.1
C -0.820131 1.408352 0.080773 -4.1 1.3 2.1
C -0.833300 -0.085791 -0.002773 -5.6 -3.1 0.0
H -0.358586 0.822389 -1.987781 -0.4 0.1 -0.1
H -2.025400 -0.272193 -0.253327 3.6 -0.9 0.5
H -0.599831 1.887236 0.987084 1.7 0.8 0.8
H 0.034916 -0.824414 1.658800 0.3 0.8 4.4
H -1.904206 1.681262 -0.092624 1.6 0.3 -0.4
H 2.361748 -0.537062 0.566453 -0.2 0.8 0.2
H -0.064978 -2.148927 0.604246 0.0 1.2 -0.4
H 1.543462 -1.550146 -0.488384 1.0 -0.1 -2.2
```
Forces are in eV/Å.

[9]
The following is a quantum chemistry calculation of a single C5H8O molecule, from the OMol25 dataset.

Summary:
Total energy: -7359.5945 eV
HOMO-LUMO gap: 0.3920 hartree
SMILES: C=C[C@@H]1O[C@@H]1C
E_HOMO: -9.5 eV

```
14
Properties=species:S:1:pos:R:3:forces:R:3
O -0.279374 -1.196306 -0.825962 1.4 -1.5 -1.2
C -1.601291 0.817185 -0.158107 -1.3 1.0 0.7
C 1.329476 -0.024650 0.528077 0.7 0.8 -1.1
C -1.151265 -0.630284 0.006225 -2.2 2.6 2.2
C 2.079817 0.252272 -0.533837 1.1 -0.7 -1.7
C 0.216734 -0.925725 0.525080 -1.3 -3.1 -0.1
H -0.801741 1.534946 -0.369802 -0.1 -0.2 -0.1
H -2.436864 0.944630 -0.888337 0.9 -0.3 0.0
H 2.919072 0.973034 -0.464512 -0.6 -0.5 0.1
H 1.544978 0.427586 1.451684 0.3 0.7 1.1
H 0.367189 -1.872335 1.175397 -0.5 1.5 -1.2
H 2.053736 -0.323158 -1.550937 -0.5 1.3 2.1
H -2.091577 -1.135175 0.308830 1.0 -0.8 0.1
H -2.148895 1.157982 0.796197 1.1 -0.6 -1.0
```
Forces are in eV/Å.

[10]
The following is a quantum chemistry calculation of a molecular structure, C5H8O, from the OMol25 dataset.

Summary:
Total energy: -7356.4803 eV
HOMO-LUMO gap (spin up / spin down): 0.2075 / 0.2695 hartree
E_HOMO (spin up / spin down): -5.7 / -7.1 eV

```
14
Properties=species:S:1:pos:R:3:forces:R:3
O -1.453557 1.733736 0.377056 -0.2 0.4 -0.2
C 0.737356 0.616340 0.436123 0.6 0.3 0.1
C 0.207885 -1.477770 -0.407840 0.1 0.3 0.5
C 1.360824 -0.456329 -0.378124 0.3 0.1 -0.2
C -1.045754 -0.679814 -0.478303 -0.5 0.5 -0.2
C -0.694542 0.625465 0.275411 0.0 -0.8 0.4
H 2.289162 -0.845968 0.049020 -0.2 0.0 -0.1
H 0.231649 -2.114678 0.485736 0.0 -0.1 -0.2
H -0.915918 2.533344 0.265358 -0.1 -0.1 0.0
H 1.599720 -0.049770 -1.380404 0.0 -0.2 0.1
H 1.224365 1.395738 1.027484 0.0 -0.2 -0.1
H -1.295460 -0.310591 -1.489112 0.1 -0.2 0.1
H -1.936039 -1.167576 -0.073974 0.1 0.0 -0.1
H -0.149820 0.125516 1.327084 -0.3 0.0 0.0
```
Forces are in eV/Å.

[11]
The following is a quantum chemistry calculation of a molecular structure, C5H8O, from the OMol25 dataset.

Summary:
Total energy: -7358.2140 eV
HOMO-LUMO gap: 0.3008 hartree
E_HOMO: -7.5 eV

```
14
Properties=species:S:1:pos:R:3:forces:R:3
O -2.244896 1.521981 -0.510772 0.4 0.6 -0.1
C 0.210677 1.114094 -0.152698 0.9 0.3 -1.5
C 1.276741 -1.145390 0.177319 0.0 -0.1 -0.1
C -1.170923 0.689755 -0.284096 0.5 -0.4 1.8
C 1.285329 0.299446 0.040210 0.1 0.2 -0.3
C 0.259064 -2.028360 0.134148 0.0 0.1 0.1
H -0.675335 0.806910 0.959466 -2.7 -1.4 -1.0
H 2.231905 0.803436 0.179097 0.0 -0.1 0.1
H 0.445908 -3.079587 0.335480 0.1 0.2 -0.1
H -0.774536 -1.783766 -0.071880 0.2 0.0 0.1
H -1.398944 -0.252831 -0.809242 0.4 0.4 1.0
H -2.018233 2.428785 -0.272272 -0.1 0.0 0.0
H 2.261354 -1.566892 0.383560 -0.1 0.1 0.0
H 0.311888 2.192418 -0.108320 0.3 0.2 0.0
```
Forces are in eV/Å.

[12]
The following is a quantum chemistry calculation of a molecular structure, C5H8O, from the OMol25 dataset.

Summary:
Total energy: -7357.1018 eV
HOMO-LUMO gap: 0.3591 hartree
E_HOMO: -8.7 eV

```
14
Properties=species:S:1:pos:R:3:forces:R:3
O -0.092092 0.867035 1.719149 0.6 0.2 -0.6
C 0.857893 -0.536485 -1.950657 0.1 0.2 -0.1
C 1.234366 0.689343 -2.299405 0.0 -0.2 0.0
C -1.434574 0.487051 1.179902 -0.5 0.1 0.0
C 0.083128 -0.454868 1.844476 0.8 0.3 -0.5
C -1.134644 -0.970738 1.536373 0.5 0.1 0.9
H 0.667525 1.280907 -3.014532 0.1 -0.1 0.1
H -1.169960 -1.366917 2.605173 -1.6 -0.7 -1.1
H 1.432370 -1.132458 -1.245476 -0.1 0.1 -0.1
H 1.019542 -0.935344 2.072117 0.4 0.3 0.6
H -2.289676 1.019802 1.592195 0.3 0.1 0.3
H 2.131020 1.150365 -1.892331 -0.1 -0.1 0.0
H -1.322561 0.735863 0.114596 -0.4 -0.5 0.2
H -0.033119 -1.002894 -2.363660 0.1 0.1 0.1
```
Forces are in eV/Å.

[13]
The following is a quantum chemistry calculation of a single C5H8O molecule, from the OMol25 dataset.

Summary:
Total energy: -7360.8698 eV
HOMO-LUMO gap: 0.3858 hartree
SMILES: C=C[C@@H](C)C=O
E_HOMO: -9.7 eV

```
14
Properties=species:S:1:pos:R:3:forces:R:3
O -1.537181 2.027038 1.249709 0.9 -2.8 -0.4
C 0.964036 0.680116 -0.020059 0.2 -0.5 -0.6
C -0.499609 0.391196 -0.279659 -0.2 0.7 0.6
C -1.145275 0.878624 1.031386 -0.8 0.9 0.5
C -0.862315 -1.049028 -0.574503 0.1 -0.3 -0.2
C 1.932459 -0.238163 -0.091423 0.9 0.2 -0.2
H -1.930474 -1.173373 -0.856244 0.8 0.1 0.2
H -0.635488 -1.640375 0.307827 -0.3 -0.2 0.3
H -1.170269 0.009059 1.805425 -0.1 1.4 -0.6
H -0.205174 -1.486070 -1.343381 -0.5 0.3 0.0
H -0.826446 1.059253 -1.069099 -0.2 0.2 -0.2
H 2.991210 0.095518 0.094887 -1.2 -0.6 -0.2
H 1.773267 -1.304353 -0.423759 0.1 1.4 0.7
H 1.151258 1.750559 0.168893 0.2 -0.7 0.1
```
Forces are in eV/Å.

[14]
The following is a quantum chemistry calculation of 2 unconnected molecules or ions with the total composition C5H8O, from the OMol25 dataset.

Summary:
Total energy: -7358.0935 eV
HOMO-LUMO gap: 0.3481 hartree
SMILES: C1=C[C@H]2C[C@H]2O1.[H][H]
E_HOMO: -8.3 eV

```
14
Properties=species:S:1:pos:R:3:forces:R:3
O -1.177335 0.470018 -0.826347 -0.2 0.0 0.0
C -0.244276 0.343815 1.357736 -0.1 -0.4 0.2
C -1.143611 -0.305151 0.386057 -0.3 -0.2 0.0
C -0.096291 0.130263 -1.587497 -0.1 -0.3 -0.2
C 0.205819 -0.925742 0.355021 0.1 0.3 0.4
C 0.701046 -0.780974 -1.022778 0.0 0.4 0.1
H 1.043318 1.417743 0.240209 0.6 0.5 -0.3
H 1.279095 1.543979 -0.451711 0.4 0.5 0.0
H -0.326424 1.439635 1.376119 0.7 -0.6 -0.4
H -2.102765 -0.757037 0.601430 0.0 -0.1 -0.1
H 1.598436 -1.221376 -1.442831 -0.2 0.2 0.2
H 0.480363 -1.794825 0.949349 -0.2 0.3 0.0
H -0.108538 -0.038590 2.357375 -0.5 -0.3 0.1
H 0.021662 0.714688 -2.493576 -0.2 -0.3 0.0
```
Forces are in eV/Å.

[15]
The following is a quantum chemistry calculation of 2 unconnected molecules or ions with the total composition C5H8O, from the OMol25 dataset.

Summary:
Total energy: -7358.7261 eV
HOMO-LUMO gap: 0.3411 hartree
SMILES: C=CC=C.C=O
E_HOMO: -8.9 eV

```
14
Properties=species:S:1:pos:R:3:forces:R:3
O -2.029055 0.548101 0.414807 0.1 0.8 0.5
C -1.176779 1.222849 0.942670 -1.0 0.4 0.1
C 1.379149 0.630814 -0.802854 0.3 0.3 -0.1
C 0.235623 -1.151308 0.137976 -0.5 -0.4 0.1
C -0.748642 -1.425934 -0.706663 0.1 -0.2 0.1
C 0.897115 0.145283 0.338806 1.1 -0.7 -0.6
H -0.775748 2.143124 0.485283 -0.1 -0.1 0.0
H 1.346553 0.392878 1.301197 0.1 -0.2 -0.2
H -1.094043 -2.441587 -0.831601 0.1 -0.1 -0.1
H -0.822275 1.020798 1.973244 0.0 -0.1 -0.1
H 0.855775 0.406103 -1.728255 0.5 -0.3 0.0
H -1.247866 -0.649371 -1.282262 0.0 -0.2 0.2
H 2.351870 1.088455 -0.853538 -0.2 1.1 0.0
H 0.828317 -1.930201 0.611189 -0.5 -0.2 0.2
```
Forces are in eV/Å.

[16]
The following is a quantum chemistry calculation of a single C5H8O molecule, from the OMol25 dataset.

Summary:
Total energy: -7361.5221 eV
HOMO-LUMO gap: 0.3894 hartree
SMILES: OC1CC=CC1
E_HOMO: -9.5 eV

```
14
Properties=species:S:1:pos:R:3:forces:R:3
O -1.718129 0.441045 0.814819 0.1 0.0 0.2
C 0.246565 1.154270 -0.427423 0.0 0.0 0.0
C -0.965193 0.206281 -0.360651 0.1 0.0 -0.4
C 1.265487 0.400056 0.402268 0.0 -0.1 0.0
C -0.302803 -1.184920 -0.325315 -0.1 0.0 0.0
C 0.960282 -0.897651 0.459150 0.1 0.1 0.0
H 1.540254 -1.662185 0.968017 -0.1 0.1 -0.1
H 2.133837 0.865696 0.859053 -0.1 -0.1 -0.1
H -0.961293 -1.940070 0.114631 0.1 0.1 0.0
H -1.088591 0.388353 1.549417 -0.2 0.0 0.0
H -0.045380 -1.514235 -1.343187 -0.1 0.0 0.1
H 0.605091 1.255612 -1.462244 -0.1 0.0 0.1
H -0.002433 2.154887 -0.059849 0.0 -0.2 0.0
H -1.667699 0.332866 -1.188685 0.1 0.0 0.1
```
Forces are in eV/Å.